Molecular formula: C4H4O3
Method: DFT, ωB97M-V/def2-TZVPD

## Properties
Lowest unoccupied orbital energy, eV: 0.1
Gap between HOMO and LUMO, eV: 10.166

Structure (XYZ):
```
11
C4H4O3 ωB97M-V/def2-TZVPD
O 2.17045 -0.95979 0.52301
C 1.07305 -1.11706 0.04829
C 0.06208 0.00771 0.00884
C -0.48973 0.49962 1.30867
O 0.59080 1.31715 0.23659
C -0.89107 0.04686 -1.15217
O -1.18543 -0.93023 -1.79298
H 0.72256 -2.08256 -0.36227
H -1.45254 1.00735 1.13734
H 0.75615 1.20692 1.31463
H -1.32633 1.05356 -1.33420
```

Molecular formula: C11H16N5O4V
Method: DFT, ωB97M-V/def2-TZVPD

## Properties
Multiplicity: 2
Lowest unoccupied orbital energy (spin up / spin down), eV: -7.8 / -7.3
Net charge: +1
Gap between HOMO and LUMO (spin up / spin down), eV: 6.253 / 6.750

Structure (XYZ):
```
37
C11H16N5O4V ωB97M-V/def2-TZVPD
O 4.73791 -0.35481 -0.87655
V 3.66404 -1.43042 -1.23778
O 0.45466 -0.24899 0.63296
C 1.58668 -0.57651 0.07456
O 2.46541 -1.25660 0.67286
O 1.94679 -0.10840 -1.05984
H -0.04813 0.24537 -0.05739
C 0.54825 -2.81324 2.72772
C 1.79336 -3.16775 3.39923
N 2.78075 -3.43327 3.91792
H -0.16619 -3.55600 3.08199
H 0.64360 -2.82650 1.64653
H 0.24135 -1.80147 2.98355
C -0.63213 -0.88667 -3.89312
C -1.87671 -1.62403 -3.75589
N -2.79643 -2.29592 -3.61514
H -0.62241 0.19824 -3.96897
H -0.05789 -1.29886 -4.72450
H -0.01182 -1.07373 -3.00933
C -3.93897 -0.16106 0.06109
C -2.67934 0.17642 -0.59773
N -1.68309 0.41711 -1.11586
H -3.85953 -1.19595 0.40608
H -4.76533 -0.16716 -0.64444
H -4.07827 0.46216 0.94071
C -0.34119 1.93160 2.81297
C -1.64713 1.72844 3.45354
N -2.68693 1.56992 3.91219
H -0.47303 1.93111 1.73304
H 0.27272 1.09369 3.13322
H 0.04997 2.91348 3.06834
C 2.05448 3.08244 -1.25030
C 1.49965 2.71189 -2.54980
N 1.05006 2.43777 -3.56903
H 2.09313 4.16246 -1.15630
H 3.03388 2.63292 -1.08309
H 1.44781 2.58231 -0.49340
```

Molecular formula: C7H17BBeCl15
Method: DFT, ωB97M-V/def2-TZVPD

## Properties
Lowest unoccupied orbital energy, eV: -8.3
Net charge: +1
Gap between HOMO and LUMO, eV: 4.904

Structure (XYZ):
```
41
C7H17BBeCl15 ωB97M-V/def2-TZVPD
Be 0.63740 2.50932 -0.78969
B 0.36788 0.29809 -0.13451
H 1.50429 0.47382 -0.39498
H -0.01649 0.99623 0.73689
H -0.21675 0.57658 -1.12705
H 0.16451 -0.81898 0.09277
C 3.46775 -3.08774 -0.91697
Cl 3.44967 -4.05455 -2.42772
Cl 1.81050 -3.03667 -0.26256
Cl 4.08365 -1.46602 -1.17403
H 4.17023 -3.55491 -0.23668
C -3.99431 1.64608 -2.50515
Cl -4.01197 2.57395 -4.00276
Cl -2.39021 1.69680 -1.74325
H -4.74423 1.94187 -1.77800
H -4.17726 0.61025 -2.78045
C 0.97889 -0.48974 -3.54581
Cl 1.81883 1.00935 -3.08944
Cl -0.58425 -0.11916 -4.28315
H 1.60157 -1.11989 -4.17544
H 0.82465 -1.05351 -2.62709
C 3.05223 -0.92854 2.45583
Cl 2.74002 0.01072 3.89670
Cl 4.37971 -2.06150 2.67091
H 2.15466 -1.48571 2.20722
H 3.33355 -0.29279 1.62133
C 0.91334 3.31727 3.98775
Cl 1.40934 2.78253 2.35004
Cl 1.97202 4.58123 4.58771
H -0.06559 3.78247 3.99895
H 0.99326 2.48859 4.68348
C -2.15475 -2.18458 -1.29743
Cl -2.80379 -2.32497 -2.93242
Cl -3.32756 -2.75221 -0.10979
H -1.25744 -2.79237 -1.22001
H -1.90487 -1.14333 -1.11901
C -2.80570 0.55980 2.30008
Cl -3.89534 0.86430 0.98216
Cl -2.09722 2.08982 2.86389
H -3.34777 0.13508 3.14197
H -2.03249 -0.17701 2.09570
```

Molecular formula: C2H6BrN
Method: DFT, ωB97M-V/def2-TZVPD

## Properties
SMILES string: CN(C)Br
Lowest unoccupied orbital energy, eV: 0.0
Gap between HOMO and LUMO, eV: 9.193

Structure (XYZ):
```
10
C2H6BrN ωB97M-V/def2-TZVPD
C -0.66080 -0.32963 -0.97909
N -0.44327 -0.36637 0.34166
C 0.55284 0.68116 0.72762
Br 0.36314 -2.07036 1.08260
H -1.41455 -0.96081 -1.29566
H -1.00114 0.69665 -1.08522
H 0.36263 -0.48786 -1.52007
H 0.72436 0.43382 1.79415
H 1.45332 0.67934 0.12569
H 0.06347 1.72408 0.80832
```